i) The following is a quantum chemistry calculation of 2 unconnected molecules or ions with the total composition C4H12NO, from the OMol25 dataset.

Computed properties:
Frontier orbital gap (Eh): 0.18282
E_HOMO (eV): -14.85
LUMO (Eh): -0.3630

ORCA input file:
```
! wB97M-V def2-TZVPD RIJCOSX def2/J DEFGRID3
* xyz 1 1
O 0.74 0.24 -1.61
C 2.07 -0.11 -1.10
C 2.21 0.30 0.38
N 0.93 0.22 0.95
C -2.11 -0.86 0.42
C -2.34 0.58 0.04
H 0.31 0.31 -0.74
H 2.81 0.39 -1.75
H 2.17 -1.20 -1.22
H 2.59 1.32 0.63
H 2.99 -0.29 0.85
H -1.81 -1.36 -0.52
H 0.90 -0.34 1.82
H -1.20 -0.93 1.04
H -2.90 -1.45 0.81
H -3.01 1.11 0.75
H -2.80 0.75 -0.92
H -1.53 1.32 0.15
*
```

ii) The following is a quantum chemistry calculation of a gas-phase ion, C4H12NO (charge +1), from the OMol25 dataset.

Computed properties:
Frontier orbital gap (Eh): 0.44513
Structure (SMILES): CC[C@H]([NH3+])CO
E_HOMO (eV): -15.47
LUMO (Eh): -0.1234

ORCA input file:
```
! wB97M-V def2-TZVPD RIJCOSX def2/J DEFGRID3
* xyz 1 1
C -1.34 -0.35 -0.83
O -1.30 -1.44 -1.73
C -0.42 -0.46 0.35
C -0.05 1.04 0.96
C 1.35 1.53 0.72
N 0.84 -1.14 -0.29
H -2.39 -0.23 -0.44
H -1.24 0.55 -1.43
H -1.96 -2.12 -1.57
H -0.57 -1.05 1.25
H -0.43 1.08 1.99
H -0.98 1.45 0.54
H 1.62 1.43 -0.34
H 2.12 0.95 1.23
H 1.38 2.56 1.06
H 1.53 -0.41 -0.48
H 1.26 -1.90 0.22
H 0.59 -1.50 -1.23
*
```

iii) The following is a quantum chemistry calculation of 2 unconnected molecules or ions with the total composition C4H12NO, from the OMol25 dataset.

Computed properties:
Frontier orbital gap (Eh): 0.33195
E_HOMO (eV): -14.64
LUMO (Eh): -0.2062

ORCA input file:
```
! wB97M-V def2-TZVPD RIJCOSX def2/J DEFGRID3
* xyz 1 1
C 2.28 -0.20 0.08
C 1.07 -1.09 -0.01
C -0.24 -0.33 0.16
C -2.47 -1.43 0.51
N -1.42 -1.07 -0.27
H 3.36 -0.69 -0.06
H 2.20 0.64 -0.66
H 2.40 0.27 1.06
H 0.98 -1.57 -0.98
H 1.11 -1.96 0.81
H -0.70 -0.09 1.10
H -0.11 0.60 -0.53
H -2.45 -1.04 1.53
H -3.28 -1.96 0.01
H -1.32 -1.21 -1.28
H -0.77 4.18 -1.00
H -0.39 3.53 0.23
O -0.24 3.43 -0.71
*
```

ii) comes first in stability; the runner-up is 78.6 kJ/mol higher.

i) The following is a quantum chemistry calculation of 2 unconnected molecules or ions with the total composition C4H12NO, from the OMol25 dataset.

Computed properties:
Frontier orbital gap (Eh): 0.30930
E_HOMO (eV): -13.68
LUMO (Eh): -0.1935

ORCA input file:
```
! wB97M-V def2-TZVPD RIJCOSX def2/J DEFGRID3
* xyz 1 1
C -1.78 -1.18 -0.66
C -0.32 -0.98 -1.07
C 0.60 -0.49 0.06
C 1.68 -1.53 1.98
N 1.17 -1.61 0.83
H -2.12 -0.45 0.07
H -1.93 -2.16 -0.19
H -2.41 -1.19 -1.55
H -0.24 -0.22 -1.83
H 0.04 -1.92 -1.50
H -0.02 0.12 0.71
H 1.34 0.20 -0.32
H 1.89 -0.57 2.43
H 1.88 -2.42 2.58
H 1.04 -2.52 0.40
H -0.72 5.39 -1.20
H -0.02 6.23 -0.24
O -0.08 5.30 -0.49
*
```

ii) The following is a quantum chemistry calculation of 2 unconnected molecules or ions with the total composition C4H12NO, from the OMol25 dataset.

Computed properties:
Frontier orbital gap (Eh): 0.43023
E_HOMO (eV): -14.90
LUMO (Eh): -0.1175

ORCA input file:
```
! wB97M-V def2-TZVPD RIJCOSX def2/J DEFGRID3
* xyz 1 1
C -0.46 -0.62 -1.28
N -0.50 0.58 -0.32
C 0.88 0.68 0.18
C 1.64 -0.59 -0.03
C 0.73 -1.53 -0.81
H -1.51 -1.13 -1.13
H -0.08 -0.25 -2.29
H -1.21 0.35 0.46
H -0.89 1.41 -0.73
H 0.85 0.86 1.25
H 1.52 1.57 -0.17
H 2.68 -0.40 -0.34
H 1.88 -1.11 0.93
H 0.33 -2.54 -0.37
H 1.38 -1.98 -1.69
H -2.96 2.04 1.86
H -1.92 1.33 2.62
O -2.34 1.31 1.86
*
```

i) comes first in stability; the runner-up is 9.0 kJ/mol higher.

i) The following is a quantum chemistry calculation of a molecular structure, C36H32Br2FN3OPS4SbSiTa, from the OMol25 dataset.

Computed properties:
Frontier orbital gap (Eh): 0.20254
E_HOMO (eV): -3.75
LUMO (Eh): 0.0646

ORCA input file:
```
! wB97M-V def2-TZVPD RIJCOSX def2/J DEFGRID3
* xyz -1 1
Ta -0.30 -0.20 1.20
S -4.01 0.91 4.60
Sb -3.36 1.31 2.49
S -2.66 -2.26 3.17
S -2.62 -1.01 1.60
S -0.86 1.58 2.67
Br -0.49 -5.32 1.38
C 0.80 -4.31 0.45
C 1.82 -4.98 -0.25
C 2.73 -4.28 -0.99
Br 4.08 -5.24 -1.92
C 2.67 -2.87 -1.08
C 3.52 -2.04 -1.84
C 3.30 -0.70 -1.87
C 2.24 -0.15 -1.12
N 1.46 -0.89 -0.38
C 1.65 -2.23 -0.35
C 0.70 -2.93 0.45
O -0.22 -2.25 1.07
H 1.86 -6.06 -0.21
H 4.33 -2.49 -2.41
H 3.93 -0.04 -2.45
H 2.03 0.91 -1.12
C 1.01 -2.93 3.85
Si 1.44 -1.12 3.97
C 3.10 -1.07 4.87
C 0.24 -0.29 5.14
N 1.51 -0.37 2.36
C 2.75 0.08 1.92
C 3.94 -0.66 2.00
C 5.16 -0.17 1.57
C 5.26 1.10 1.01
C 4.10 1.85 0.86
C 2.90 1.32 1.29
F 1.77 2.02 0.99
H 1.06 -3.38 4.85
H 1.73 -3.46 3.22
H 0.01 -3.08 3.46
H 2.88 -1.29 5.92
H 3.59 -0.10 4.83
H 3.80 -1.83 4.53
H 0.42 -0.71 6.13
H -0.80 -0.49 4.87
H 0.39 0.79 5.19
H 3.88 -1.67 2.39
H 6.05 -0.79 1.66
H 6.21 1.50 0.69
H 4.10 2.82 0.39
N -0.81 0.59 -0.47
P -1.82 1.18 -1.49
C -1.33 0.91 -3.22
C 0.01 1.08 -3.55
C 0.45 0.92 -4.85
C -0.47 0.59 -5.85
C -1.81 0.42 -5.53
C -2.24 0.58 -4.22
C -1.98 2.98 -1.39
C -2.61 3.72 -2.39
C -2.74 5.09 -2.26
C -2.23 5.73 -1.13
C -1.60 5.00 -0.14
C -1.47 3.62 -0.26
C -3.48 0.49 -1.39
C -3.60 -0.89 -1.58
C -4.83 -1.50 -1.45
C -5.94 -0.75 -1.10
C -5.82 0.62 -0.89
C -4.59 1.24 -1.04
H 0.72 1.35 -2.77
H 1.49 1.05 -5.10
H -0.13 0.45 -6.87
H -2.52 0.16 -6.30
H -3.28 0.43 -3.97
H -2.99 3.22 -3.27
H -3.23 5.67 -3.04
H -2.34 6.80 -1.03
H -1.21 5.49 0.74
H -0.99 3.04 0.52
H -2.71 -1.48 -1.81
H -4.92 -2.58 -1.57
H -6.90 -1.24 -0.96
H -6.69 1.20 -0.59
H -4.50 2.30 -0.85
*
```

ii) The following is a quantum chemistry calculation of a molecular structure, C36H32Br2FN3OPS4SbSiTa, from the OMol25 dataset.

Computed properties:
Frontier orbital gap (Eh): 0.25001
E_HOMO (eV): -4.89
LUMO (Eh): 0.0702

ORCA input file:
```
! wB97M-V def2-TZVPD RIJCOSX def2/J DEFGRID3
* xyz -1 1
Ta -0.22 1.15 0.74
S 3.24 4.27 0.20
Sb 1.22 4.11 1.20
S 1.10 2.02 2.50
S -0.48 3.38 -0.30
S 0.45 5.78 2.51
Br -4.46 0.73 -1.78
C -4.38 1.66 -0.14
C -5.51 2.39 0.28
C -5.46 3.17 1.39
Br -7.02 4.12 1.91
C -4.26 3.30 2.15
C -4.07 4.14 3.27
C -2.84 4.17 3.87
C -1.80 3.36 3.37
N -1.95 2.58 2.34
C -3.16 2.55 1.72
C -3.22 1.69 0.59
O -2.14 0.99 0.30
H -6.42 2.33 -0.30
H -4.88 4.74 3.64
H -2.65 4.82 4.71
H -0.81 3.38 3.82
C -3.04 -0.13 3.04
Si -2.18 -1.42 1.98
C -2.66 -2.99 2.95
C -3.07 -1.75 0.36
N -0.50 -0.97 1.69
C 0.59 -1.81 2.01
C 0.51 -3.12 2.53
C 1.61 -3.91 2.84
C 2.90 -3.45 2.64
C 3.04 -2.19 2.09
C 1.93 -1.44 1.78
F 2.16 -0.25 1.20
H -3.98 0.23 2.61
H -2.40 0.72 3.23
H -3.28 -0.59 4.00
H -3.76 -2.91 3.02
H -2.27 -3.03 3.96
H -2.45 -3.92 2.43
H -4.07 -1.32 0.37
H -3.18 -2.83 0.22
H -2.56 -1.34 -0.51
H -0.45 -3.55 2.72
H 1.44 -4.90 3.25
H 3.76 -4.05 2.89
H 4.01 -1.75 1.89
N 0.66 0.57 -0.81
P 1.61 -0.09 -1.87
C 1.26 0.61 -3.49
C 0.25 1.56 -3.59
C -0.05 2.13 -4.82
C 0.65 1.75 -5.95
C 1.67 0.81 -5.86
C 1.98 0.24 -4.63
C 3.37 0.16 -1.61
C 3.87 1.43 -1.84
C 5.20 1.71 -1.56
C 6.03 0.72 -1.06
C 5.52 -0.55 -0.81
C 4.19 -0.83 -1.07
C 1.33 -1.88 -1.98
C 0.25 -2.41 -1.28
C -0.01 -3.77 -1.34
C 0.80 -4.60 -2.10
C 1.87 -4.07 -2.81
C 2.14 -2.72 -2.74
H -0.28 1.87 -2.69
H -0.83 2.88 -4.89
H 0.42 2.20 -6.91
H 2.23 0.52 -6.74
H 2.79 -0.47 -4.56
H 3.23 2.23 -2.19
H 5.58 2.71 -1.71
H 7.06 0.94 -0.83
H 6.16 -1.32 -0.39
H 3.79 -1.81 -0.83
H -0.36 -1.77 -0.67
H -0.84 -4.18 -0.79
H 0.60 -5.67 -2.14
H 2.51 -4.72 -3.39
H 2.99 -2.32 -3.28
*
```

ii) comes first in stability; the runner-up is 32.4 kJ/mol higher.

i) The following is a quantum chemistry calculation of C23H31N3O2 in the gas phase, from the OMol25 dataset.

Computed properties:
Frontier orbital gap (Eh): 0.31582
Structure (SMILES): CCn1cc(CN2CCN(Cc3ccc(C)o3)[C@@H](CCO)C2)c2ccccc21
E_HOMO (eV): -7.81
LUMO (Eh): 0.0288

ORCA input file:
```
! wB97M-V def2-TZVPD RIJCOSX def2/J DEFGRID3
* xyz 0 1
C 5.11 3.45 -0.69
H 5.39 4.30 -1.31
H 5.92 2.73 -0.71
H 4.98 3.80 0.33
C 3.82 2.82 -1.21
N 3.43 1.69 -0.42
C 2.56 1.72 0.64
C 2.47 0.50 1.24
C 3.35 -0.36 0.51
C 3.71 -1.70 0.64
C 4.62 -2.23 -0.25
C 5.19 -1.44 -1.26
C 4.86 -0.11 -1.41
C 3.94 0.43 -0.51
H 5.30 0.48 -2.19
H 5.90 -1.89 -1.94
H 4.91 -3.27 -0.17
H 3.29 -2.32 1.42
C 1.58 0.12 2.38
N 0.23 -0.28 1.99
C -0.55 0.79 1.40
C -1.98 0.32 1.26
N -2.08 -0.84 0.39
C -1.23 -1.93 0.89
C 0.20 -1.41 1.09
H 0.81 -2.21 1.52
H 0.63 -1.14 0.11
C -1.20 -3.15 -0.04
H -2.18 -3.62 -0.06
H -0.50 -3.88 0.39
C -0.75 -2.85 -1.47
O -1.55 -1.91 -2.13
H -1.67 -1.16 -1.53
H -0.80 -3.77 -2.07
H 0.30 -2.52 -1.47
H -1.60 -2.26 1.88
C -3.48 -1.25 0.26
C -4.30 -0.17 -0.37
C -4.34 0.29 -1.65
C -5.31 1.32 -1.67
C -5.79 1.42 -0.40
O -5.18 0.51 0.40
C -6.83 2.30 0.20
H -7.21 2.98 -0.55
H -7.65 1.71 0.60
H -6.40 2.88 1.02
H -5.60 1.91 -2.51
H -3.76 -0.07 -2.47
H -3.53 -2.13 -0.38
H -3.91 -1.49 1.25
H -2.59 1.11 0.83
H -2.38 0.08 2.27
H -0.52 1.66 2.07
H -0.16 1.09 0.41
H 2.02 -0.72 2.92
H 1.48 0.96 3.07
H 2.06 2.64 0.89
H 3.01 3.56 -1.19
H 3.96 2.49 -2.25
*
```

ii) The following is a quantum chemistry calculation of C23H31N3O2 in the gas phase, from the OMol25 dataset.

Computed properties:
Frontier orbital gap (Eh): 0.31861
Structure (SMILES): CCN(CC)CCCCCC(=O)Nc1ccccc1C(=O)Nc1ccccc1
E_HOMO (eV): -8.16
LUMO (Eh): 0.0188

ORCA input file:
```
! wB97M-V def2-TZVPD RIJCOSX def2/J DEFGRID3
* xyz 0 1
C -0.17 0.16 -3.06
H -0.67 0.55 -2.18
H 0.69 0.78 -3.28
H -0.86 0.20 -3.90
C 0.27 -1.29 -2.80
N 1.22 -1.36 -1.71
C 2.61 -1.29 -2.14
C 3.18 -2.56 -2.79
H 3.17 -3.39 -2.09
H 2.59 -2.84 -3.67
H 4.20 -2.38 -3.10
H 3.21 -1.04 -1.26
H 2.69 -0.46 -2.84
C 0.95 -2.39 -0.73
C -0.17 -1.94 0.21
C -0.46 -2.97 1.30
C -1.35 -2.42 2.42
C -2.82 -2.26 2.04
C -3.13 -1.29 0.91
O -3.82 -1.60 -0.04
N -2.59 -0.05 1.10
C -2.56 0.98 0.18
C -3.62 1.21 -0.70
C -3.58 2.27 -1.58
C -2.49 3.13 -1.60
C -1.42 2.89 -0.76
C -1.43 1.81 0.12
C -0.25 1.51 0.98
O -0.35 1.11 2.13
N 0.94 1.67 0.33
C 2.23 1.37 0.77
C 2.52 0.90 2.05
C 3.82 0.62 2.40
C 4.85 0.80 1.49
C 4.57 1.27 0.22
C 3.27 1.55 -0.14
H 3.05 1.91 -1.14
H 5.37 1.41 -0.49
H 5.87 0.58 1.78
H 4.03 0.26 3.39
H 1.72 0.77 2.76
H 0.88 1.92 -0.65
H -0.57 3.56 -0.77
H -2.47 3.97 -2.28
H -4.41 2.44 -2.25
H -4.47 0.55 -0.67
H -1.92 0.06 1.86
H -3.23 -3.23 1.74
H -3.38 -1.92 2.92
H -1.31 -3.12 3.27
H -0.93 -1.47 2.77
H 0.49 -3.29 1.74
H -0.93 -3.85 0.86
H 0.15 -1.01 0.68
H -1.07 -1.75 -0.37
H 1.86 -2.55 -0.14
H 0.68 -3.35 -1.20
H -0.62 -1.88 -2.55
H 0.68 -1.70 -3.73
*
```

ii) comes first in stability; the runner-up is 182.7 kJ/mol higher.

i) The following is a quantum chemistry calculation of 2 unconnected molecules or ions with the total composition C2H2Cl2S, from the OMol25 dataset.

Computed properties:
Frontier orbital gap (Eh): 0.29014
E_HOMO (eV): -9.38
LUMO (Eh): -0.0545

ORCA input file:
```
! wB97M-V def2-TZVPD RIJCOSX def2/J DEFGRID3
* xyz 0 1
C -0.24 1.02 0.59
C 0.46 -0.14 1.09
S -1.06 2.06 1.52
Cl 2.16 -0.13 0.59
Cl 0.27 -0.57 2.75
H -0.13 1.20 -0.48
H -0.02 -1.52 0.13
*
```

ii) The following is a quantum chemistry calculation of C2H2Cl2S in the gas phase, from the OMol25 dataset.

Computed properties:
Frontier orbital gap (Eh): 0.30490
Structure (SMILES): S=CC(Cl)Cl
E_HOMO (eV): -9.43
LUMO (Eh): -0.0418

ORCA input file:
```
! wB97M-V def2-TZVPD RIJCOSX def2/J DEFGRID3
* xyz 0 1
C -0.54 0.04 -0.23
C 0.76 -0.09 0.36
H -0.37 -0.05 -1.35
H 0.63 -0.08 1.44
S 2.31 -0.15 -0.14
Cl -1.66 -1.33 -0.04
Cl -1.14 1.66 -0.04
*
```

ii) comes first in stability; the runner-up is 192.5 kJ/mol higher.

i) The following is a quantum chemistry calculation of a molecular structure, C3H11O3, from the OMol25 dataset.

Computed properties:
Frontier orbital gap (Eh): 0.29962
E_HOMO (eV): -4.04
LUMO (Eh): 0.1511

ORCA input file:
```
! wB97M-V def2-TZVPD RIJCOSX def2/J DEFGRID3
* xyz -1 1
C 0.35 0.15 -0.27
O 0.80 -1.20 -0.27
C 0.40 0.76 1.10
C -0.52 1.94 1.25
H 0.92 0.92 -0.75
H -0.59 0.30 -0.76
H -0.03 0.00 1.94
H 1.47 0.88 1.43
H -0.72 2.06 2.39
H -0.07 2.88 0.90
H -1.44 1.86 0.75
H -1.02 -2.05 0.18
H -2.48 -2.59 -0.62
O -1.99 -2.26 0.22
H 1.42 -1.21 -1.53
H 2.01 -1.56 -3.21
O 1.48 -0.88 -2.75
*
```

ii) The following is a quantum chemistry calculation of 3 unconnected molecules or ions with the total composition C3H11O3, from the OMol25 dataset.

Computed properties:
Frontier orbital gap (Eh): 0.27297
E_HOMO (eV): -3.29
LUMO (Eh): 0.1521

ORCA input file:
```
! wB97M-V def2-TZVPD RIJCOSX def2/J DEFGRID3
* xyz -1 1
C 0.01 0.97 0.29
O 0.59 -0.25 0.30
C -0.36 1.58 -1.09
C -1.80 1.94 -1.36
H -0.97 0.92 0.84
H 0.68 1.71 0.81
H 0.31 2.33 -1.55
H -0.05 0.81 -1.85
H -1.74 2.23 -2.41
H -2.36 0.99 -1.31
H -2.33 2.68 -0.76
H 0.94 -1.66 -0.60
H 1.92 -2.85 -0.26
O 1.44 -2.44 -0.97
H 0.25 -1.59 1.74
H 0.33 -0.44 2.70
O -0.01 -1.33 2.63
*
```

ii) comes first in stability; the runner-up is 66.3 kJ/mol higher.